1.
C26H31F5IrN8O7STe | the ωB97M-V functional and the def2-TZVPD basis

For the energy above the lowest of the compared OMol25 structures with the same formula, charge and spin, the calculation gives 47.0 kcal/mol. As for the expectation value of S²: 0.77. The lowest unoccupied orbital energy (spin up / spin down) comes out at -7.81 / -8.01 eV. The gap between HOMO and LUMO (spin up / spin down) comes out at 4.68 / 4.29 eV.

Structure (ORCA input):
```
! wB97M-V def2-TZVPD RIJCOSX def2/J DEFGRID3
* xyz 2 2
Ir 0.045 -1.880 0.021
O -0.641 -2.698 -7.816
C -1.090 -1.690 -7.455
O -1.545 -0.691 -7.074
C -0.227 -1.458 -4.617
C -0.760 -0.428 -3.896
C -0.962 -0.677 -2.518
N -0.385 -1.749 -1.947
C 0.254 -2.689 -2.676
C 0.223 -2.634 -4.094
C 0.851 -3.773 -1.923
C 1.767 -4.655 -2.544
C 2.561 -5.591 -1.939
C 2.476 -6.086 -0.602
C 1.460 -5.859 0.242
N 0.617 -3.728 -0.592
C -1.860 0.187 -1.752
C -2.941 0.771 -2.401
C -3.910 1.474 -1.716
C -3.853 1.513 -0.326
C -2.770 0.960 0.304
N -1.745 0.412 -0.403
H -1.008 0.532 -4.339
H 0.510 -3.485 -4.699
H 1.929 -4.508 -3.601
H 3.325 -6.044 -2.561
H 3.214 -6.805 -0.276
H 1.322 -6.465 1.128
H -3.034 0.621 -3.468
H -4.730 1.943 -2.245
H -4.633 1.977 0.262
H -2.069 0.088 2.124
N -1.792 -2.797 0.955
C -1.635 -2.874 2.436
C -0.182 -3.099 2.740
N 0.582 -2.038 2.077
H -2.718 -2.454 0.717
H -1.713 -3.742 0.581
H -2.232 -3.680 2.862
H -1.982 -1.938 2.877
H 0.142 -4.056 2.336
H -0.001 -3.122 3.814
H 1.582 -2.287 2.151
H 0.485 -1.171 2.601
C 1.530 8.158 2.153
C 0.553 7.011 1.926
S 1.344 5.817 0.856
O 2.476 5.225 1.528
O 1.507 6.376 -0.453
C 0.131 4.461 0.679
C 0.482 3.380 1.694
N -0.411 2.181 1.532
C 0.131 1.082 0.914
N -0.517 0.134 0.228
C -2.558 1.000 1.778
C -1.700 2.191 2.022
N -2.318 3.296 2.695
O -3.489 3.135 3.013
O -1.686 4.314 2.916
C 1.611 0.908 1.004
H 1.070 8.908 2.794
H 1.795 8.632 1.210
H 2.440 7.803 2.636
H -0.344 7.327 1.390
H 0.296 6.478 2.843
H 0.239 4.124 -0.353
H -0.851 4.902 0.838
H 0.388 3.760 2.702
H 1.513 3.103 1.543
H -3.498 1.137 2.297
H 2.008 1.129 1.994
H 2.104 1.564 0.280
H 1.911 -0.092 0.712
F 2.042 -1.407 -0.875
Te 3.219 -3.128 -0.009
F 2.528 -3.829 1.807
F 3.368 -1.660 1.184
F 4.787 -3.833 0.740
F 4.516 -2.249 -1.087
O 0.457 -4.965 0.121
*
```

2.
C24H31Cl2FeN4O3S | the ωB97M-V functional and the def2-TZVPD basis

The lowest unoccupied orbital energy (spin up / spin down) comes out at 2.50 / 2.49 eV. The gap between HOMO and LUMO (spin up / spin down) comes out at 6.39 / 6.36 eV.

Structure (ORCA input):
```
! wB97M-V def2-TZVPD RIJCOSX def2/J DEFGRID3
* xyz -1 1
Fe 1.086 -0.449 0.672
C -4.182 -1.186 3.071
C -3.039 -1.813 3.861
N -2.000 -2.366 3.016
C -1.092 -1.603 2.353
S -0.132 -2.387 1.160
N -1.075 -0.319 2.681
N -0.169 0.374 1.955
C -0.008 1.634 2.182
C -0.791 2.418 3.183
C 1.037 2.267 1.365
C 1.314 3.629 1.390
C 2.311 4.126 0.566
C 3.005 3.259 -0.262
C 2.672 1.912 -0.233
N 1.724 1.438 0.561
H -4.925 -0.750 3.743
H -4.679 -1.930 2.445
H -3.791 -0.400 2.425
H -3.406 -2.619 4.500
H -2.581 -1.063 4.505
H -2.095 -3.304 2.668
H -1.390 1.738 3.781
H -1.459 3.123 2.678
H -0.132 2.993 3.838
H 0.745 4.285 2.034
H 2.539 5.184 0.568
H 3.786 3.609 -0.922
H 3.166 1.181 -0.861
C 2.482 -0.968 -3.128
C 1.341 -1.988 -3.159
C 1.479 -3.030 -2.049
C -0.028 -1.336 -3.186
C -0.854 -1.635 -4.262
C -2.104 -1.060 -4.426
C -2.516 -0.133 -3.482
C -1.733 0.204 -2.386
C -2.285 1.228 -1.415
C -2.675 0.550 -0.102
C -1.353 2.423 -1.200
C -0.465 -0.421 -2.180
O 0.301 -0.083 -1.175
H 3.449 -1.475 -3.188
H 2.449 -0.402 -2.202
H 2.396 -0.275 -3.968
H 1.428 -2.525 -4.112
H 1.389 -2.563 -1.073
H 2.457 -3.516 -2.095
H 0.702 -3.792 -2.141
H -0.492 -2.342 -5.004
H -2.730 -1.312 -5.273
H -3.481 0.355 -3.596
H -3.202 1.621 -1.870
H -1.852 -0.064 0.251
H -3.537 -0.104 -0.254
H -2.926 1.281 0.676
H -0.390 2.084 -0.827
H -1.792 3.128 -0.485
H -1.185 2.952 -2.141
Cl 5.104 -3.203 1.260
C 4.706 -1.550 1.760
Cl 5.901 -0.390 1.130
C 3.305 -1.154 1.289
O 2.505 -0.766 2.172
O 3.014 -1.210 0.079
H 4.754 -1.510 2.841
*
```

3.
C6H12N2 | the ωB97M-V functional and the def2-TZVPD basis

For the energy above the lowest of the compared OMol25 structures with the same formula, charge and spin, the calculation gives 109.3 kcal/mol. The lowest unoccupied orbital energy (spin up / spin down) comes out at -0.62 / -0.62 eV. The gap between HOMO and LUMO (spin up / spin down) comes out at 7.57 / 7.57 eV.

Structure (ORCA input):
```
! wB97M-V def2-TZVPD RIJCOSX def2/J DEFGRID3
* xyz 0 1
C -0.400 0.291 -0.566
C 1.108 0.584 1.383
C 0.344 -0.774 -1.318
C -0.636 1.567 -1.336
C -1.557 -0.159 0.274
N 2.395 -0.034 1.456
N 0.752 -1.930 1.867
C 1.340 -0.824 1.671
H 1.415 -2.681 2.053
H 0.653 1.304 2.056
H 0.716 0.944 0.248
H 1.398 -0.503 -1.425
H -0.095 -0.885 -2.314
H 0.312 -1.728 -0.799
H -1.423 1.380 -2.075
H -0.984 2.372 -0.690
H 0.252 1.890 -1.879
H -2.366 -0.464 -0.403
H -1.937 0.654 0.894
H -1.286 -1.005 0.904
*
```

4.
C28H36Cl14O2 | the ωB97M-V functional and the def2-TZVPD basis

For the energy above the lowest of the compared OMol25 structures with the same formula, charge and spin, the calculation gives 0.0 kcal/mol. The lowest unoccupied orbital energy comes out at -1.19 eV. The gap between HOMO and LUMO comes out at 8.72 eV. Its structure (SMILES) is O=C1c2ccccc2C(=O)c2ccccc21.ClCCCl.ClCCCl.ClCCCl.ClCCCl.ClCCCl.ClCCCl.ClCCCl.

Structure (ORCA input):
```
! wB97M-V def2-TZVPD RIJCOSX def2/J DEFGRID3
* xyz 0 1
O 2.076 -2.350 -0.793
C 1.510 -1.347 -0.444
C 1.247 -0.316 -1.454
C 1.713 -0.516 -2.773
C 1.365 0.459 -3.730
C 0.771 1.668 -3.327
C 0.381 1.864 -1.999
C 0.568 0.841 -1.056
C 0.186 1.049 0.362
O -0.449 2.040 0.642
C 0.653 0.081 1.376
C 0.399 0.332 2.742
C 0.825 -0.588 3.686
C 1.428 -1.747 3.286
C 1.710 -2.031 1.941
C 1.338 -1.105 0.990
H 2.254 -1.389 -3.113
H 1.630 0.450 -4.795
H 0.613 2.394 -4.092
H -0.294 2.656 -1.734
H -0.150 1.225 2.992
H 0.682 -0.418 4.764
H 1.800 -2.413 4.074
H 2.217 -2.950 1.667
Cl -1.871 3.600 4.980
C -2.239 3.032 3.303
C -3.410 3.726 2.660
Cl -4.843 3.398 3.634
H -2.477 1.973 3.339
H -1.320 3.137 2.719
H -3.521 3.282 1.634
H -3.232 4.779 2.443
Cl -0.021 -6.274 5.822
C 1.051 -5.480 7.065
C 0.230 -4.424 7.858
Cl -0.351 -3.014 6.882
H 1.836 -5.064 6.424
H 1.460 -6.249 7.700
H 0.772 -3.985 8.697
H -0.691 -4.808 8.313
Cl -3.623 0.634 -3.692
C -4.198 0.334 -1.956
C -5.578 0.962 -1.608
Cl -5.539 2.806 -1.704
H -3.426 0.797 -1.355
H -4.090 -0.719 -1.700
H -5.982 0.671 -0.661
H -6.278 0.635 -2.371
Cl -3.417 -0.184 1.877
C -2.822 -1.689 2.790
C -3.253 -1.835 4.243
Cl -2.652 -0.477 5.194
H -1.744 -1.760 2.727
H -3.087 -2.516 2.163
H -2.859 -2.800 4.559
H -4.323 -1.977 4.323
Cl -0.156 -1.172 -6.862
C -1.151 0.328 -6.648
C -0.557 1.579 -7.273
Cl -0.596 1.656 -9.098
H -1.265 0.524 -5.615
H -2.195 0.190 -7.017
H 0.486 1.684 -6.977
H -1.059 2.456 -6.893
Cl 5.190 -3.292 1.220
C 4.977 -3.744 -0.550
C 6.173 -3.304 -1.405
Cl 6.218 -1.518 -1.495
H 4.124 -3.149 -0.850
H 4.879 -4.816 -0.597
H 6.047 -3.641 -2.411
H 7.095 -3.638 -1.009
Cl 2.373 3.870 -5.733
C 2.299 5.331 -4.753
C 2.420 5.038 -3.220
Cl 2.276 6.588 -2.344
H 1.346 5.774 -5.054
H 3.044 6.042 -5.099
H 3.349 4.507 -3.020
H 1.703 4.310 -2.810
*
```